The following is a quantum chemistry calculation of a cluster of 3 separate species, C14H33ClO12P2S in total in a non-equilibrium geometry, from OMol25.

```
63
Properties=species:S:1:pos:R:3:lowdin_charge:R:1
O -2.495 -1.237 -4.976 0.07
C -3.196 -1.394 -4.036 -0.76
Cl -4.254 -0.068 -3.500 0.67
C -3.278 -2.648 -3.173 -0.23
O -2.012 -3.105 -2.725 -0.33
S -1.090 -4.016 -3.764 0.92
O -1.922 -4.521 -4.827 -0.39
O -0.193 -2.849 -4.439 -0.26
H -3.824 -2.360 -2.277 0.11
H -3.874 -3.421 -3.662 0.13
H -0.296 -2.026 -3.939 0.06
O 2.233 3.489 -2.957 -0.21
P 2.505 2.050 -3.066 0.42
O 1.219 1.256 -3.582 -0.18
C 0.717 1.491 -4.907 -0.26
C 1.661 1.011 -5.993 -0.07
O 2.569 1.484 -1.556 -0.19
C 2.391 2.348 -0.436 -0.28
C 0.928 2.517 -0.075 -0.06
O 3.667 1.109 -3.613 -0.18
C 4.959 1.691 -3.913 -0.25
C 5.580 2.381 -2.716 -0.08
H 0.502 2.555 -5.035 0.12
H -0.227 0.951 -4.973 0.11
H 2.581 1.599 -6.005 0.06
H 1.194 1.108 -6.973 0.08
H 1.944 -0.029 -5.830 0.08
H 2.858 3.316 -0.624 0.10
H 2.936 1.904 0.399 0.12
H 0.304 2.680 -0.953 0.08
H 0.792 3.360 0.604 0.08
H 0.552 1.616 0.414 0.06
H 4.850 2.392 -4.743 0.12
H 5.589 0.873 -4.253 0.12
H 4.967 3.219 -2.374 0.07
H 6.563 2.771 -2.977 0.08
H 5.682 1.688 -1.881 0.09
O -0.524 -1.741 5.320 -0.21
P -1.655 -1.096 4.640 0.42
O -2.759 -2.168 4.213 -0.18
C -3.472 -2.884 5.232 -0.26
C -4.392 -2.002 6.055 -0.08
O -1.120 -0.660 3.182 -0.19
C 0.228 -0.911 2.787 -0.28
C 0.395 -2.292 2.183 -0.07
O -2.568 0.196 4.837 -0.18
C -2.141 1.219 5.768 -0.25
C -0.776 1.783 5.430 -0.08
H -2.755 -3.397 5.878 0.11
H -4.053 -3.644 4.713 0.12
H -3.823 -1.288 6.654 0.06
H -4.986 -2.607 6.740 0.08
H -5.057 -1.427 5.412 0.08
H 0.903 -0.768 3.631 0.10
H 0.491 -0.148 2.053 0.10
H -0.125 -3.051 2.767 0.07
H 1.450 -2.562 2.122 0.08
H -0.027 -2.319 1.177 0.07
H -2.143 0.805 6.779 0.12
H -2.898 2.000 5.730 0.12
H -0.001 1.015 5.483 0.07
H -0.513 2.573 6.133 0.08
H -0.766 2.189 4.418 0.09
```

Properties
Total energy (eV): -81562.221
F_max (eV/A): 4.530
Energy relative to the best compared isomer or geometry (same formula, charge and spin) (eV): 0.000
Orbital gap (eV): 10.87
Highest occupied orbital energy (eV): -10.51